This record from the Open Molecules 2025 dataset describes a 8-piece molecular cluster, C20H59N7O11 overall at a distorted geometry. The level of theory is ωB97M-V/def2-TZVPD.

As for the energy above the lowest of the compared OMol25 structures with the same formula, charge and spin: 10.9 kcal/mol. The HOMO energy comes out at -8.3652 eV. Its SMILES is COCCNCCOC.COCCNCCOC.COCCNCCOC.NC(N)=O.NC(N)=O.O.O.O.

```
! wB97M-V def2-TZVPD RIJCOSX def2/J DEFGRID3
* xyz 0 1
C 9.100 5.381 13.515
O 9.646 4.283 13.493
N 9.702 6.437 13.011
N 8.022 5.540 14.344
H 10.688 6.439 12.985
H 9.348 7.384 12.960
H 7.428 6.302 14.422
H 7.607 4.719 14.785
C 11.825 5.342 16.711
O 12.859 4.956 16.099
N 10.655 5.228 16.128
N 11.823 5.781 18.001
H 9.824 5.349 16.690
H 10.654 4.510 15.419
H 12.650 6.240 18.314
H 11.020 6.338 18.153
O 11.876 9.044 14.814
H 12.232 8.177 14.523
H 12.515 9.524 15.384
O 12.620 6.495 13.836
H 13.223 6.373 13.118
H 12.784 5.709 14.409
O 15.488 4.980 17.170
H 14.702 4.777 16.702
H 16.167 5.064 16.537
C 8.204 1.630 9.554
O 7.556 1.151 10.718
C 8.350 1.660 11.791
C 7.568 1.466 13.090
N 8.473 1.639 14.204
C 7.747 1.516 15.479
C 6.412 2.234 15.624
O 6.532 3.660 15.730
C 5.455 4.276 16.409
H 8.039 2.695 9.506
H 7.736 1.118 8.733
H 9.285 1.329 9.535
H 8.646 2.660 11.728
H 9.310 1.042 11.860
H 7.181 0.457 13.184
H 6.759 2.215 12.975
H 8.830 2.619 14.078
H 8.463 1.834 16.228
H 7.420 0.475 15.699
H 6.067 1.761 16.569
H 5.624 1.948 14.877
H 5.123 3.667 17.207
H 4.534 4.348 15.812
H 5.727 5.240 16.782
C 10.724 2.309 22.405
O 10.848 3.717 22.172
C 11.019 4.333 23.432
C 11.276 5.770 23.094
N 12.588 5.830 22.454
C 13.254 7.158 22.622
C 14.289 7.605 21.576
O 13.553 7.886 20.402
C 14.355 8.360 19.341
H 11.763 1.891 22.425
H 10.187 1.853 21.573
H 10.297 2.074 23.327
H 11.846 3.869 24.005
H 10.095 4.296 23.982
H 11.274 6.363 24.007
H 10.473 6.075 22.466
H 12.379 5.604 21.479
H 13.814 7.104 23.506
H 12.525 7.963 22.758
H 15.027 6.838 21.444
H 14.719 8.505 21.989
H 15.029 9.187 19.705
H 13.633 8.667 18.612
H 15.044 7.496 18.985
C 11.400 1.734 17.108
O 10.104 2.327 17.450
C 9.969 2.374 18.840
C 8.571 2.798 19.276
N 8.097 4.109 18.869
C 8.625 5.169 19.701
C 8.286 6.555 19.198
O 9.076 6.731 18.010
C 8.876 7.958 17.226
H 11.220 1.518 16.086
H 11.533 0.890 17.823
H 12.091 2.515 17.317
H 10.732 3.095 19.329
H 10.231 1.353 19.231
H 8.482 2.755 20.397
H 7.952 1.982 18.858
H 8.349 4.241 17.870
H 9.678 5.174 19.843
H 8.170 5.036 20.700
H 8.623 7.247 19.994
H 7.210 6.622 18.906
H 8.737 8.856 17.818
H 8.125 7.755 16.460
H 9.729 8.027 16.601
*
```